Here is a structure of composition C47H47AsCl4N5O4P2S3W from the OMol25 dataset. Energies are from the ωB97M-V functional and the def2-TZVPD basis.

Element x y z (Å)
1 W 0.598 0.197 -0.018
2 N 5.361 0.836 6.881
3 C 4.539 1.118 5.831
4 C 5.058 1.646 4.641
5 C 4.225 1.922 3.575
6 C 2.862 1.676 3.688
7 C 2.326 1.156 4.863
8 C 3.159 0.876 5.923
9 S 1.814 2.064 2.359
10 O 2.587 2.078 1.131
11 O 1.045 3.243 2.667
12 N 0.847 0.762 2.120
13 C -0.480 0.755 2.503
14 N -0.944 0.972 3.712
15 C -2.264 0.804 3.850
16 C -3.096 0.404 2.816
17 C -2.506 0.216 1.575
18 N -1.207 0.420 1.424
19 H 6.336 1.065 6.845
20 H 4.987 0.515 7.753
21 H 6.121 1.840 4.564
22 H 4.621 2.325 2.653
23 H 1.260 0.978 4.939
24 H 2.748 0.469 6.839
25 H -2.658 0.993 4.841
26 H -4.154 0.254 2.963
27 H -3.068 -0.081 0.696
28 Cl -3.753 -5.052 -0.245
29 C -2.410 -4.056 0.152
30 C -1.577 -4.385 1.225
31 Cl -1.896 -5.785 2.168
32 C -0.491 -3.571 1.543
33 Cl 0.513 -3.889 2.915
34 C -0.212 -2.454 0.764
35 O 0.799 -1.614 0.956
36 C -1.066 -2.114 -0.275
37 O -0.798 -0.938 -0.858
38 C -2.160 -2.903 -0.590
39 Cl -3.195 -2.395 -1.873
40 C -3.537 4.547 -6.199
41 S -3.803 2.856 -5.631
42 C -3.156 3.019 -3.948
43 C -3.263 1.672 -3.243
44 C -2.358 1.500 -2.019
45 N -0.984 2.096 -2.143
46 P -0.350 2.688 -0.612
47 C 0.601 4.157 -1.130
48 C 1.402 4.811 -0.198
49 C 2.081 5.965 -0.564
50 C 1.958 6.471 -1.849
51 C 1.142 5.831 -2.771
52 C 0.460 4.681 -2.413
53 C -1.738 3.550 0.190
54 C -2.548 4.366 -0.603
55 C -3.561 5.108 -0.027
56 C -3.759 5.064 1.349
57 C -2.932 4.288 2.143
58 C -1.920 3.529 1.566
59 P 0.301 0.945 -2.398
60 C -0.231 -0.227 -3.668
61 C -0.886 0.196 -4.823
62 C -1.233 -0.721 -5.803
63 C -0.917 -2.061 -5.642
64 C -0.245 -2.486 -4.504
65 C 0.094 -1.574 -3.519
66 C 1.644 1.888 -3.178
67 C 2.663 2.414 -2.386
68 C 3.653 3.207 -2.947
69 C 3.630 3.486 -4.304
70 C 2.622 2.964 -5.104
71 C 1.638 2.165 -4.547
72 H -3.865 4.591 -7.236
73 H -2.481 4.809 -6.148
74 H -4.126 5.248 -5.611
75 H -3.718 3.794 -3.422
76 H -2.112 3.332 -4.011
77 H -3.061 0.878 -3.960
78 H -4.290 1.512 -2.907
79 H -2.292 0.436 -1.788
80 H -2.840 1.979 -1.171
81 H 1.493 4.432 0.808
82 H 2.705 6.472 0.161
83 H 2.493 7.369 -2.132
84 H 1.042 6.226 -3.774
85 H -0.158 4.163 -3.134
86 H -2.375 4.420 -1.671
87 H -4.190 5.734 -0.647
88 H -4.549 5.650 1.799
89 H -3.061 4.281 3.218
90 H -1.243 2.977 2.201
91 H -1.146 1.239 -4.961
92 H -1.758 -0.383 -6.686
93 H -1.194 -2.776 -6.406
94 H 0.002 -3.532 -4.381
95 H 0.612 -1.909 -2.629
96 H 2.678 2.235 -1.318
97 H 4.431 3.616 -2.317
98 H 4.397 4.112 -4.743
99 H 2.607 3.172 -6.166
100 H 0.874 1.755 -5.190
101 C 3.501 -1.482 2.182
102 As 3.508 -1.966 0.333
103 C 2.843 -3.737 0.022
104 C 5.363 -2.010 -0.164
105 S 2.668 -0.472 -1.021
106 H 4.007 -2.255 2.759
107 H 2.473 -1.364 2.512
108 H 4.034 -0.535 2.266
109 H 3.648 -4.449 0.192
110 H 2.508 -3.791 -1.012
111 H 2.016 -3.930 0.697
112 H 5.896 -2.720 0.466
113 H 5.772 -1.010 -0.032
114 H 5.450 -2.298 -1.210

**Total charge**: +1
**Spin multiplicity**: 1
**LUMO level (alpha / beta)**: -2.89 / -2.98 eV
**ΔE to the lowest compared entry with this formula, charge and spin**: 97.6 kJ/mol
**HOMO (alpha / beta)**: -0.356 / -0.358 hartree
**E_tot**: -8414.78889 Ha

---

Here is a structure of composition C47H47BBiN6O4S5Sb from the OMol25 dataset. Energies are from the ωB97M-V functional and the def2-TZVPD basis.

Element x y z (Å)
1 Bi -1.241 0.236 0.671
2 S -3.435 3.235 1.592
3 Sb -2.962 2.144 3.567
4 S -0.694 1.501 3.359
5 S -3.709 -0.432 0.946
6 S -3.887 -0.257 3.008
7 C 5.244 5.561 0.186
8 C 3.982 4.951 -0.363
9 C 2.857 4.802 0.428
10 C 1.664 4.249 -0.050
11 C 0.505 4.156 0.896
12 C 1.637 3.815 -1.388
13 C 0.433 3.167 -1.971
14 O -0.582 2.905 -1.382
15 C 2.770 3.961 -2.209
16 C 2.789 3.512 -3.653
17 C 3.923 4.525 -1.688
18 H 5.043 6.126 1.096
19 H 5.703 6.231 -0.544
20 H 5.981 4.798 0.445
21 H 2.882 5.143 1.458
22 H 0.628 4.884 1.700
23 H 0.451 3.172 1.376
24 H -0.466 4.289 0.430
25 H 0.516 2.920 -3.046
26 H 2.624 2.436 -3.739
27 H 3.760 3.739 -4.094
28 H 2.025 4.009 -4.253
29 H 4.793 4.643 -2.328
30 C -6.204 -5.906 -7.173
31 C -4.960 -5.139 -6.812
32 O -4.776 -3.993 -7.104
33 S -3.753 -6.126 -5.886
34 C -3.064 -4.891 -4.815
35 C -2.190 -3.920 -5.289
36 C -1.681 -2.969 -4.421
37 C -2.011 -2.974 -3.058
38 C -2.888 -3.968 -2.598
39 C -3.412 -4.906 -3.466
40 C -1.489 -2.020 -2.136
41 C -1.173 -1.244 -1.244
42 H -6.765 -5.369 -7.934
43 H -6.806 -6.010 -6.268
44 H -5.952 -6.913 -7.508
45 H -1.926 -3.903 -6.338
46 H -1.026 -2.195 -4.800
47 H -3.151 -3.970 -1.548
48 H -4.098 -5.661 -3.101
49 C -2.962 -3.972 2.542
50 C -1.442 -3.894 2.464
51 C -0.864 -5.262 2.138
52 O -1.136 -3.001 1.378
53 B -0.885 -1.746 1.916
54 O -0.631 -1.829 3.259
55 C -0.790 -3.185 3.701
56 C -1.662 -3.158 4.947
57 C 0.597 -3.710 4.046
58 H -3.336 -4.327 1.580
59 H -3.391 -2.985 2.722
60 H -3.292 -4.661 3.325
61 H -1.383 -5.672 1.270
62 H -0.998 -5.951 2.976
63 H 0.198 -5.198 1.900
64 H -2.584 -2.613 4.752
65 H -1.127 -2.634 5.741
66 H -1.894 -4.171 5.289
67 H 1.240 -3.715 3.168
68 H 0.557 -4.720 4.464
69 H 1.038 -3.040 4.786
70 N 3.223 -5.351 -8.050
71 C 3.138 -4.570 -7.210
72 C 3.052 -3.595 -6.158
73 C 4.017 -2.593 -6.070
74 C 3.944 -1.650 -5.063
75 C 2.917 -1.715 -4.126
76 C 1.957 -2.724 -4.204
77 C 2.017 -3.652 -5.225
78 N 2.832 -0.771 -3.094
79 C 3.866 -0.133 -2.423
80 C 3.264 0.636 -1.476
81 N 1.898 0.500 -1.549
82 C 1.667 -0.324 -2.523
83 H 4.812 -2.549 -6.802
84 H 4.670 -0.850 -5.007
85 H 1.176 -2.783 -3.456
86 H 1.268 -4.431 -5.290
87 H 4.899 -0.335 -2.646
88 H 3.722 1.248 -0.715
89 H 0.687 -0.661 -2.827
90 C 3.070 -2.537 1.131
91 C 2.193 -1.526 0.772
92 N 2.008 -0.428 1.507
93 C 2.660 -0.335 2.652
94 C 3.576 -1.288 3.103
95 C 3.776 -2.413 2.318
96 C 4.226 -1.132 4.413
97 C 4.848 -0.061 4.915
98 C 5.197 1.198 4.239
99 C 5.585 2.299 5.002
100 C 5.936 3.450 4.328
101 N 5.918 3.538 3.000
102 C 5.531 2.434 2.365
103 N 5.185 1.276 2.904
104 H 3.179 -3.411 0.501
105 H 1.596 -1.601 -0.130
106 H 2.439 0.542 3.252
107 H 4.462 -3.190 2.639
108 H 4.129 -1.985 5.080
109 H 5.156 -0.102 5.954
110 H 5.596 2.255 6.083
111 H 6.243 4.339 4.869
112 H 5.495 2.487 1.281

**Total charge**: -2
**Spin multiplicity**: 1
**LUMO level**: 3.21 eV
**ΔE to the lowest compared entry with this formula, charge and spin**: 172.1 kJ/mol
**HOMO**: -0.029 hartree
**E_tot**: -4919.49077 Ha

---

Here is a structure of composition C47H47CdNP2 at a distorted geometry from the OMol25 dataset. Energies are from the ωB97M-V functional and the def2-TZVPD basis.

Element x y z (Å)
1 Cd -0.266 1.046 0.498
2 C -1.237 -4.292 -0.652
3 C 0.047 -4.154 -0.995
4 C 0.613 -4.583 -2.324
5 C -0.253 -4.300 -3.583
6 C -1.236 -3.163 -3.562
7 C -2.478 -3.174 -3.067
8 C -3.132 -4.337 -2.387
9 C -2.218 -5.126 -1.431
10 C -0.702 3.146 0.294
11 H -1.641 -3.849 0.269
12 H 0.792 -3.829 -0.259
13 H 0.813 -5.671 -2.300
14 H 1.600 -4.114 -2.471
15 H 0.454 -4.073 -4.397
16 H -0.744 -5.241 -3.864
17 H -0.917 -2.301 -4.151
18 H -3.165 -2.355 -3.281
19 H -3.543 -5.042 -3.131
20 H -4.002 -3.968 -1.824
21 H -2.872 -5.614 -0.693
22 H -1.722 -5.929 -1.996
23 H -1.322 3.438 1.154
24 H -1.175 3.472 -0.643
25 H 0.277 3.641 0.378
26 P 0.806 -1.177 0.502
27 P -1.003 0.884 -1.935
28 C 0.704 -1.336 -1.284
29 C -0.080 -0.627 -2.180
30 C 2.563 -1.298 0.908
31 C 3.399 -2.227 0.264
32 C 4.762 -2.244 0.568
33 C 5.295 -1.336 1.491
34 C 4.459 -0.407 2.130
35 C 3.093 -0.413 1.870
36 C -0.144 -2.119 1.745
37 C -1.549 -1.945 1.830
38 C -2.256 -2.456 2.917
39 C -1.599 -3.181 3.917
40 C -0.221 -3.404 3.812
41 C 0.503 -2.880 2.740
42 C -0.374 2.054 -3.169
43 C 1.005 2.354 -3.189
44 C 1.499 3.287 -4.096
45 C 0.638 3.916 -5.003
46 C -0.723 3.583 -5.018
47 C -1.233 2.664 -4.101
48 C -2.824 0.924 -1.916
49 C -3.563 1.730 -1.019
50 C -4.950 1.592 -0.947
51 C -5.606 0.639 -1.732
52 C -4.883 -0.111 -2.664
53 C -3.506 0.081 -2.805
54 H 1.495 -1.970 -1.719
55 H 0.051 -0.866 -3.241
56 H 2.979 -2.929 -0.459
57 H 5.408 -2.976 0.081
58 H 6.359 -1.361 1.729
59 H 4.873 0.313 2.839
60 H 2.420 0.285 2.373
61 H -2.068 -1.387 1.045
62 H -3.330 -2.280 2.994
63 H -2.160 -3.567 4.774
64 H 0.292 -3.974 4.589
65 H 1.582 -3.044 2.678
66 H 1.672 1.863 -2.479
67 H 2.562 3.527 -4.097
68 H 1.028 4.650 -5.709
69 H -1.390 4.043 -5.747
70 H -2.298 2.431 -4.087
71 H -3.039 2.448 -0.386
72 H -5.520 2.229 -0.274
73 H -6.683 0.495 -1.631
74 H -5.387 -0.842 -3.292
75 H -2.935 -0.420 -3.587
76 C -1.478 3.504 5.376
77 C -1.495 2.198 4.860
78 C -0.523 1.784 3.960
79 C 0.479 2.695 3.500
80 C 0.466 4.015 4.027
81 C -0.488 4.404 4.959
82 N 1.331 2.301 2.498
83 C 2.532 2.931 2.253
84 C 3.010 3.071 0.917
85 C 4.220 3.698 0.659
86 C 5.019 4.160 1.713
87 C 4.591 3.998 3.036
88 C 3.364 3.399 3.305
89 H -2.229 3.815 6.105
90 H -2.272 1.493 5.172
91 H -0.504 0.763 3.563
92 H 1.214 4.726 3.677
93 H -0.458 5.415 5.365
94 H 2.387 2.686 0.108
95 H 4.543 3.829 -0.374
96 H 5.973 4.644 1.502
97 H 5.209 4.343 3.868
98 H 3.012 3.284 4.333

**Spin multiplicity**: 1
**LUMO level**: -0.67 eV
**HOMO**: -0.196 hartree
**E_tot**: -2724.15880 Ha

---

Here is a structure of composition C47H47FHfIN4O5SSi at a distorted geometry from the OMol25 dataset. Energies are from the ωB97M-V functional and the def2-TZVPD basis.

Element x y z (Å)
1 Hf -1.267 -1.276 -0.681
2 C -4.183 1.256 -3.379
3 C -3.352 0.291 -4.170
4 N -3.553 0.235 -5.472
5 C -2.875 -0.664 -6.193
6 C -2.051 -1.618 -5.641
7 C -1.384 -2.612 -6.548
8 O -2.044 -3.877 -6.450
9 C -1.847 -1.601 -4.245
10 C -1.173 -2.746 -3.643
11 N -0.798 -2.922 -2.431
12 C -0.206 -4.197 -2.112
13 C 0.167 -5.123 -3.091
14 C 0.689 -6.358 -2.757
15 C 0.854 -6.691 -1.417
16 C 0.537 -5.769 -0.445
17 C 0.033 -4.500 -0.763
18 I -3.612 -3.052 -0.775
19 C -2.418 -0.557 -3.509
20 O -2.152 -0.355 -2.248
21 H -5.185 1.281 -3.806
22 H -3.776 2.267 -3.440
23 H -4.229 0.965 -2.331
24 H -3.033 -0.640 -7.267
25 H -0.324 -2.721 -6.285
26 H -1.433 -2.235 -7.575
27 H -1.647 -4.475 -7.089
28 H -1.075 -3.564 -4.347
29 H 0.071 -4.893 -4.142
30 H 0.966 -7.053 -3.539
31 H 1.248 -7.660 -1.136
32 H 0.689 -6.002 0.601
33 C 0.782 -0.697 -1.577
34 Si 1.615 0.911 -1.363
35 C 0.300 2.260 -1.256
36 N -0.660 1.990 -0.186
37 C -1.976 2.579 -0.422
38 C -1.997 4.102 -0.285
39 C -1.486 4.513 1.094
40 C -0.110 3.899 1.345
41 C -0.173 2.385 1.131
42 C 2.800 0.993 0.109
43 C 3.369 -0.167 0.634
44 C 4.285 -0.117 1.677
45 C 4.649 1.104 2.221
46 C 4.097 2.274 1.715
47 C 3.189 2.212 0.669
48 C 2.661 1.400 -2.874
49 C 2.060 1.429 -4.137
50 C 2.772 1.771 -5.276
51 C 4.121 2.088 -5.180
52 C 4.742 2.060 -3.941
53 C 4.016 1.722 -2.805
54 H 1.449 -1.525 -1.303
55 H 0.636 -0.789 -2.663
56 H -0.237 2.187 -2.209
57 H 0.724 3.277 -1.242
58 H -2.674 2.133 0.296
59 H -2.300 2.265 -1.412
60 H -3.013 4.470 -0.449
61 H -1.368 4.553 -1.061
62 H -2.183 4.138 1.853
63 H -1.456 5.602 1.195
64 H 0.232 4.106 2.364
65 H 0.626 4.352 0.673
66 H -0.868 1.977 1.869
67 H 0.798 1.919 1.307
68 H 3.081 -1.131 0.228
69 H 4.705 -1.034 2.072
70 H 5.360 1.146 3.038
71 H 4.377 3.233 2.135
72 H 2.766 3.135 0.286
73 H 1.010 1.169 -4.239
74 H 2.277 1.786 -6.239
75 H 4.683 2.353 -6.067
76 H 5.795 2.301 -3.857
77 H 4.520 1.706 -1.845
78 C -2.692 1.722 6.415
79 C -1.789 0.495 6.453
80 C -0.583 0.761 7.341
81 C 0.352 -0.432 7.359
82 C 0.782 -0.755 5.958
83 C 2.005 -1.328 5.695
84 C 2.368 -1.641 4.389
85 F 3.573 -2.216 4.195
86 C 1.550 -1.386 3.327
87 C 0.314 -0.778 3.573
88 C -0.572 -0.525 2.434
89 O -0.142 -0.711 1.278
90 C -1.883 -0.080 2.760
91 C -2.175 0.226 4.053
92 N -1.335 0.101 5.097
93 C -0.079 -0.468 4.882
94 C -2.921 0.229 1.710
95 O -3.927 0.844 2.034
96 O -2.629 -0.183 0.536
97 H -2.833 2.084 7.434
98 H -3.676 1.519 6.002
99 H -2.230 2.519 5.829
100 H -2.346 -0.352 6.869
101 H -0.945 0.990 8.344
102 H -0.057 1.647 6.972
103 H -0.165 -1.293 7.798
104 H 1.226 -0.237 7.982
105 H 2.692 -1.552 6.501
106 H 1.810 -1.655 2.313
107 H -3.156 0.632 4.247
108 S -0.171 -3.347 0.522

**Total charge**: -1
**Spin multiplicity**: 1
**LUMO level**: 1.87 eV
**ΔE to the lowest compared entry with this formula, charge and spin**: 0.0 kJ/mol
**HOMO**: -0.158 hartree
**E_tot**: -3548.07885 Ha